ORCA calculation (ωB97M-V/def2-TZVPD) on 13 unconnected molecules or ions with the total composition C5H36NO14.

```
! wB97M-V def2-TZVPD RIJCOSX def2/J DEFGRID3
* xyz -1 1
C -3.208 1.314 0.302
C -1.840 0.946 -0.329
C -1.372 -0.400 0.184
C 0.131 -0.687 -0.095
O 0.212 -1.948 -0.771
N -2.034 0.897 -1.823
C -0.786 0.988 -2.579
O -0.357 2.337 -2.720
H -3.717 1.997 -0.383
H -3.892 0.457 0.349
H -3.000 1.691 1.297
H -1.154 1.687 0.100
H -1.347 -0.450 1.275
H -1.855 -1.220 -0.375
H 0.626 -0.092 -0.846
H 0.764 -0.550 0.793
H -0.044 -2.700 -0.231
H -2.665 1.659 -2.029
H -0.017 0.326 -2.232
H -0.897 0.784 -3.650
H 0.126 2.614 -1.929
H 1.045 3.813 -0.776
O 0.893 3.123 -0.121
H 1.087 0.597 2.425
H 2.592 0.768 2.813
O 1.962 0.145 2.416
H -3.325 -1.423 -0.928
H -3.790 -2.369 -2.053
O -3.832 -2.219 -1.105
H -0.633 -4.864 -0.091
H 0.707 -4.370 -0.685
O 0.317 -5.059 -0.137
H 1.930 2.012 -0.196
H 2.405 0.839 0.694
O 2.670 1.292 -0.120
H -0.153 2.544 2.679
H 0.154 2.044 1.307
O -0.204 1.733 2.154
H 2.735 0.235 -1.445
H 2.835 -1.085 -2.120
O 2.997 -0.154 -2.327
H 4.260 1.627 1.617
H 3.965 3.015 2.232
O 4.054 2.082 2.435
H -3.281 -3.494 -0.068
H -2.420 -3.366 1.249
O -2.820 -3.998 0.646
H 1.691 4.481 2.401
H 0.908 3.809 1.081
O 0.830 4.287 2.026
H -1.957 -1.147 -2.951
H -1.030 -2.243 -2.617
O -1.904 -2.118 -3.022
H 3.120 -1.667 3.275
H 2.267 -2.933 2.939
O 2.840 -2.526 3.585
*
```

- LUMO energy (eV) = 2.6
- HOMO (eV) = -6.982

***

ORCA calculation (ωB97M-V/def2-TZVPD) on C2H2ClN3O in the gas phase.

```
! wB97M-V def2-TZVPD RIJCOSX def2/J DEFGRID3
* xyz 0 1
O 1.414 1.524 0.724
N 0.281 0.441 0.102
N -0.809 0.275 0.804
C -1.410 -0.716 0.125
N -0.709 -1.140 -0.910
C 0.438 -0.390 -0.927
Cl 1.604 -0.413 -2.151
H 1.531 1.412 1.687
H -2.340 -0.993 0.546
*
```

- LUMO energy (eV) = -0.7
- HOMO (eV) = -10.032

***

ORCA calculation (ωB97M-V/def2-TZVPD) on 2 unconnected molecules or ions with the total composition C2H5N3.

```
! wB97M-V def2-TZVPD RIJCOSX def2/J DEFGRID3
* xyz 0 1
H 1.652 1.146 1.077
N 1.525 0.955 0.005
N 1.582 -0.234 -0.324
H 2.088 -0.896 0.360
C -1.587 0.687 -0.395
C -1.114 -0.428 -0.022
N -0.383 -1.347 0.293
H -0.873 1.213 -0.845
H -2.372 1.085 0.173
H -0.518 -2.181 -0.321
*
```

- LUMO energy (eV) = 1.0
- HOMO (eV) = -9.058

***

Calculated orbital gap (eV), listed in the same order as above: 9.62, 9.38, 10.01